The following is a DFT calculation (wB97M-V/def2-TZVPD) of an isolated molecule of CH3N5O at a distorted geometry.

Values from the calculation:
LUMO level	-1.019	eV
energy above the lowest of the compared OMol25 structures with the same formula, charge and spin	4.740	eV
SMILES	[H]/N=c1/nn[nH]n1O
highest occupied orbital energy	-10.27	eV

Last column: natural (NBO) charge in e.
Atoms and positions in Å:
1 H 2.216 0.534 -0.944  0.3491
2 N 2.043 -0.389 -0.311  -0.5570
3 C 0.746 -0.314 0.046  0.4428
4 N 0.023 -1.323 0.611  -0.1906
5 N -1.205 -1.116 0.155  0.0628
6 N -1.338 0.113 -0.714  -0.3264
7 N -0.077 0.803 -0.533  -0.0508
8 O -0.145 1.452 0.751  -0.6102
9 H -2.123 0.644 -0.522  0.3866
10 H 0.462 2.465 0.721  0.4937

Atomic forces in eV per Å
-0.5 -2.7 1.8
-3.8 2.6 0.2
6.2 1.4 -4.7
-5.5 1.1 -2.2
2.0 0.3 1.0
5.1 -3.2 1.4
-0.3 -1.7 1.1
1.6 5.8 0.9
-1.9 1.2 0.9
-2.8 -4.7 -0.4